(1)
18
Properties=species:S:1:pos:R:3:forces:R:3:lowdin_charge:R:1 method="wB97M-V/def2-TZVPD" molar_mass_da=103.141 lumo_energy_ev=3.40 homo_ev=-3.7530 total_charge=-1 e_above_lowest_kj_mol=33.0
C 0.84777 -1.93897 1.72493 0.4 0.0 0.0 -0.0694
C 2.16212 -1.43313 2.39665 -0.3 0.0 0.0 -0.8164
O 3.19436 -1.74469 1.76149 0.2 0.1 0.1 -0.1218
O 2.05482 -0.80222 3.46966 0.0 0.0 0.0 -0.1182
H 0.49361 -2.82521 2.24499 0.0 -0.2 0.2 0.0425
H 1.19293 -2.23831 0.73230 -0.7 0.1 -0.2 0.0444
H 0.02108 -1.21833 1.76752 0.3 0.0 -0.3 0.0435
C -1.50288 1.21712 -1.46165 -0.1 0.5 -0.3 -0.3338
C -0.70300 2.03353 -0.46296 0.1 0.5 1.2 -0.1384
C -0.70509 0.04946 -2.02148 0.5 0.0 0.4 -0.1233
H -2.44930 0.89338 -1.01918 0.1 -0.1 0.0 0.0956
H -1.78450 1.92419 -2.25017 0.0 -0.2 -0.2 0.0895
H 0.28320 2.30571 -0.84072 0.0 0.0 -0.2 0.0678
H 0.32964 0.35430 -2.22612 -0.2 0.1 -0.2 0.0728
H -0.60434 -0.69058 -1.23308 0.0 -0.4 0.0 0.0635
H -0.50245 1.57461 0.51794 -0.2 -0.4 -0.4 0.0757
H -1.22097 2.96609 -0.18357 0.1 -0.2 -0.3 0.0645
H -1.10698 -0.42695 -2.91653 -0.2 0.1 0.1 0.0614

(2)
8
Properties=species:S:1:pos:R:3:forces:R:3:lowdin_charge:R:1 method="wB97M-V/def2-TZVPD" molar_mass_da=124.467 lumo_energy_ev=-0.21 homo_ev=-9.8553 total_charge=0 e_above_lowest_kj_mol=55.1
C 0.95576 0.48252 -0.72817 -0.9 0.3 -1.6 -0.2911
N 1.94445 -0.17164 -0.23767 1.3 0.6 -2.3 -0.1077
N 1.77165 -0.56377 1.01655 -1.2 -0.1 1.5 -0.3042
O -0.13553 0.59030 0.10753 1.5 0.4 -1.0 -0.4683
P 0.30336 -0.12292 1.51375 0.1 -0.3 0.7 0.9029
Cl -2.86804 0.07777 0.11395 -0.6 1.3 0.1 0.3651
H 0.90708 0.86804 -1.83484 -0.1 -0.7 2.7 0.1646
H -2.87873 -1.16030 0.04891 -0.1 -1.4 -0.1 -0.2614

(3)
18
Properties=species:S:1:pos:R:3:forces:R:3:lowdin_charge:R:1 method="wB97M-V/def2-TZVPD" molar_mass_da=140.184 lumo_energy_ev=3.74 homo_ev=-3.3985 total_charge=-1 e_above_lowest_kj_mol=52.3
O -1.30109 -0.24081 2.58274 -0.1 0.4 -0.1 -0.0395
C -1.19613 -0.96224 1.59059 0.7 0.2 1.7 -0.3576
N -0.61892 -0.61480 0.45499 0.1 -0.1 -1.7 0.0463
C -0.74687 -1.33229 -0.78847 0.1 -2.3 -0.6 -0.3341
C 0.60452 -1.66445 -1.44090 0.0 0.8 0.4 -0.7073
S 1.22156 -0.13604 -2.24812 0.4 -0.3 0.2 0.2363
H -1.44921 -2.01261 1.79683 -0.3 -0.2 -1.1 0.1310
H -0.11793 0.25361 0.28261 -0.3 0.4 0.8 0.1019
H -1.33441 -0.81921 -1.54758 -0.1 0.4 0.3 0.0867
H -1.26412 -2.28918 -0.59612 -0.1 0.2 0.3 0.1025
H 0.50770 -2.47610 -2.16014 -0.3 0.0 -0.2 0.0287
H 1.27387 -2.03745 -0.65389 0.0 0.1 -0.1 0.0458
H -0.00099 2.49084 1.54806 -0.1 -0.2 -0.1 -0.0047
H -1.05991 1.46930 1.93431 -0.1 -0.1 0.4 -0.0313
O -0.95593 2.38791 1.64545 0.0 0.5 0.0 -0.0989
H 1.69677 1.18807 -0.40281 -0.1 -0.1 -0.6 -0.0963
H 1.15198 2.63211 -0.38718 0.0 -0.3 -0.2 0.0350
O 1.51533 1.94786 0.18566 0.2 0.4 0.6 -0.1444

(4)
20
Properties=species:S:1:pos:R:3:forces:R:3:lowdin_charge:R:1 method="wB97M-V/def2-TZVPD" molar_mass_da=144.322 lumo_energy_ev=-0.49 homo_ev=-8.8226 total_charge=0 e_above_lowest_kj_mol=284.8
C -2.36239 -1.86793 -0.41457 4.1 -0.4 0.8 -0.0911
C 1.40320 2.11876 -0.37000 0.3 0.0 1.3 -0.1972
C -2.13604 -0.61257 -0.80417 -0.7 1.3 -0.6 -0.2522
C 1.10180 0.63353 -0.75337 0.0 0.9 0.3 -0.4940
C -1.15638 0.29402 1.65035 0.5 0.8 1.8 -0.1960
O 1.15949 -1.99275 0.37955 -1.1 0.2 0.5 -0.4878
Si 2.24183 -1.06558 -0.25065 -1.0 2.0 -1.2 0.3603
Si -0.52011 0.15945 -0.05154 0.0 -2.6 -0.9 0.8616
H -3.13964 -2.55323 -0.63040 -1.0 -0.1 -0.2 0.0414
H -1.39738 -2.34442 0.10477 -2.3 0.5 -0.9 0.0910
H 0.81944 2.93314 -0.85392 0.2 -0.8 0.0 0.0696
H 1.12059 2.09654 0.68963 0.2 0.9 0.2 0.0396
H -2.93985 0.02974 -1.30779 1.3 -1.0 0.5 0.0758
H 1.17762 0.53193 -1.80849 -0.4 -0.3 -1.1 0.0184
H -0.44179 0.02379 2.46090 -0.1 0.4 -0.7 0.0545
H -1.43083 1.40357 1.83463 -0.2 -1.8 -0.1 0.0760
H -1.96279 -0.48928 1.71262 0.5 1.5 0.0 0.0461
H 3.37519 -0.38280 0.43846 0.0 -0.4 0.2 -0.0506
H 2.62020 -1.37488 -1.67347 0.3 -0.1 0.4 -0.0418
H 2.46785 2.45899 -0.35253 -0.7 -0.7 -0.4 0.0767